Entry 1:
108
Properties=species:S:1:pos:R:3:mulliken_charge:R:1 method="wB97M-V/def2-TZVPD" charge=-3 homo_ev=2.3895
K -0.292 3.195 -1.491 0.554
S 0.363 7.687 -5.231 1.112
O 0.923 6.534 -5.876 -0.669
O -0.762 7.935 -6.140 -0.705
O -0.010 7.430 -3.826 -0.758
O 1.373 8.728 -5.151 -0.753
S -1.597 0.800 -6.813 1.091
O -1.095 1.437 -8.030 -0.702
O -2.158 2.043 -6.266 -0.662
O -2.510 -0.247 -7.259 -0.723
O -0.563 0.404 -5.853 -0.686
O -4.849 1.100 1.836 -0.948
P -5.616 -0.076 2.299 0.363
N -5.707 -1.381 1.195 0.280
C -6.287 -2.655 1.462 -0.950
C -5.389 -1.172 -0.210 -0.983
N -7.260 0.154 2.651 0.285
C -8.065 -0.771 3.489 -1.436
C -8.023 1.229 2.092 -1.119
N -4.912 -0.732 3.751 0.421
C -3.654 -1.550 3.708 -1.182
C -5.288 -0.154 5.032 -1.056
H -6.077 -3.385 0.680 0.461
H -7.341 -2.530 1.711 0.219
H -5.913 -3.105 2.382 0.269
H -6.043 -0.348 -0.495 0.264
H -5.636 -2.024 -0.844 0.394
H -4.375 -0.823 -0.404 0.295
H -7.457 -1.615 3.813 0.505
H -8.431 -0.259 4.378 0.402
H -8.980 -1.045 2.964 0.410
H -9.006 1.321 2.554 0.449
H -7.380 2.098 2.229 0.329
H -8.008 1.084 1.012 0.263
H -3.656 -2.214 4.572 0.357
H -3.412 -2.058 2.775 0.323
H -2.782 -0.908 3.840 0.404
H -6.359 -0.191 5.232 0.201
H -4.984 0.886 4.913 0.340
H -4.750 -0.630 5.852 0.391
C 6.788 -0.561 -4.821 -1.387
C 5.889 -0.091 -5.901 0.442
C 5.138 -1.249 -6.728 -0.834
O 6.076 -2.111 -7.342 -0.305
C 5.526 -3.202 -7.979 -0.757
N 4.868 0.749 -5.255 -0.722
H 7.312 0.270 -4.349 0.341
H 7.576 -1.243 -5.140 0.324
H 6.223 -1.083 -4.048 0.284
H 6.461 0.378 -6.702 0.287
H 4.560 -0.752 -7.507 0.421
H 4.550 -1.845 -6.030 0.403
H 4.873 -2.981 -8.823 0.308
H 4.915 -3.738 -7.253 0.310
H 6.234 -3.947 -8.342 0.255
H 4.522 1.472 -5.870 0.321
H 4.046 0.164 -5.296 0.308
C 6.654 1.812 3.034 -1.403
C 6.023 0.566 2.294 0.515
C 5.773 -0.674 3.171 -0.688
O 6.879 -0.978 3.958 -0.276
C 6.781 -2.265 4.501 -0.795
N 4.817 0.884 1.474 -0.739
H 6.072 2.177 3.880 0.345
H 6.534 2.740 2.475 0.420
H 7.674 1.721 3.408 0.309
H 6.751 0.286 1.533 0.198
H 5.503 -1.475 2.484 0.321
H 4.908 -0.532 3.818 0.341
H 6.394 -3.047 3.847 0.329
H 6.249 -2.400 5.443 0.301
H 7.784 -2.596 4.768 0.263
H 4.495 0.002 1.102 0.252
H 5.221 1.366 0.684 0.290
C -0.009 4.576 5.560 -1.407
C -0.569 5.606 4.660 0.526
C -1.147 6.905 5.381 -0.690
O -2.172 6.595 6.331 -0.343
C -3.452 6.157 5.849 -0.694
N 0.500 5.962 3.711 -0.652
H 0.818 5.052 6.088 0.303
H 0.324 3.701 5.002 0.429
H -0.738 4.285 6.316 0.295
H -1.427 5.195 4.127 0.199
H -1.541 7.668 4.709 0.355
H -0.282 7.441 5.770 0.346
H -4.044 5.840 6.708 0.245
H -3.447 5.417 5.048 0.296
H -3.950 7.049 5.469 0.286
H 0.940 5.171 3.262 0.234
H 1.215 6.527 4.146 0.248
C 0.421 -6.046 -0.834 -1.359
C 0.702 -5.128 -2.028 0.371
C 0.011 -5.693 -3.228 -0.839
O 0.209 -7.095 -3.416 -0.288
C -0.485 -7.780 -4.400 -0.743
N 0.362 -3.723 -1.795 -0.666
H 0.776 -7.070 -0.951 0.314
H -0.665 -6.146 -0.847 0.321
H 0.821 -5.647 0.098 0.380
H 1.730 -5.174 -2.386 0.282
H 0.384 -5.131 -4.085 0.398
H -1.055 -5.463 -3.221 0.392
H -0.157 -8.817 -4.327 0.222
H -0.380 -7.469 -5.440 0.292
H -1.541 -7.678 -4.148 0.319
H 0.318 -3.366 -2.739 0.321
H -0.571 -3.733 -1.409 0.271

Entry 2:
109
Properties=species:S:1:pos:R:3:mulliken_charge:R:1 method="wB97M-V/def2-TZVPD" charge=-1 homo_ev=-2.9892
C 6.194 -5.964 -22.846 -0.493
C 5.212 -6.829 -22.050 1.659
C 6.016 -7.664 -21.050 1.232
O 4.173 -6.095 -21.478 -0.938
H 5.588 -5.377 -23.536 -0.179
H 6.932 -6.557 -23.386 0.354
H 6.740 -5.257 -22.221 -0.651
H 4.875 -7.533 -22.811 -0.343
H 6.690 -7.001 -20.508 -0.652
H 6.608 -8.437 -21.541 0.163
H 5.319 -8.040 -20.301 -0.763
C 9.657 -9.106 -22.188 -2.118
C 9.294 -10.677 -22.097 1.972
C 9.463 -11.094 -20.698 -1.160
C 8.734 -12.393 -20.313 -0.975
C 7.229 -12.173 -20.390 -1.101
C 6.749 -11.679 -21.817 1.502
N 7.791 -10.777 -22.451 0.963
O 7.523 -10.199 -23.631 -0.584
C 6.677 -12.881 -22.781 -1.911
C 5.376 -11.029 -21.695 -1.229
C 10.129 -11.572 -23.018 -1.782
H 10.741 -9.005 -22.138 0.551
H 9.222 -8.479 -21.409 0.080
H 9.399 -8.740 -23.182 0.619
H 10.467 -11.447 -20.463 0.407
H 9.183 -10.293 -20.013 -0.001
H 9.136 -12.674 -19.339 0.511
H 8.905 -13.230 -20.990 0.322
H 7.051 -11.336 -19.715 0.151
H 6.596 -13.016 -20.114 0.613
H 6.300 -13.819 -22.373 0.380
H 6.079 -12.608 -23.651 0.414
H 7.585 -13.160 -23.317 0.322
H 4.910 -11.806 -21.088 0.410
H 5.484 -10.080 -21.169 -0.039
H 4.715 -11.099 -22.559 0.261
H 11.004 -11.014 -23.352 0.433
H 9.640 -12.036 -23.874 0.271
H 10.575 -12.435 -22.524 0.335
H 7.311 -9.301 -23.366 0.307
C 8.484 -4.578 -19.627 0.143
C 9.555 -4.852 -20.711 0.310
O 9.205 -4.036 -21.723 -0.549
O 8.712 -3.401 -18.739 -0.570
H 8.655 -5.434 -18.974 -0.110
H 7.485 -4.832 -19.982 0.201
H 9.447 -5.882 -21.049 -0.367
H 10.591 -4.656 -20.431 0.474
H 8.372 -4.394 -22.040 -0.001
H 8.666 -2.560 -19.201 0.286
C 4.560 -5.604 -26.718 -0.427
C 3.382 -6.240 -25.904 0.295
O 2.272 -6.469 -26.703 -0.625
O 5.537 -6.643 -27.173 -0.614
H 5.048 -4.680 -26.410 0.183
H 4.138 -5.277 -27.668 0.479
H 2.988 -5.389 -25.348 -0.147
H 3.637 -7.177 -25.409 0.242
H 2.095 -7.406 -26.816 0.332
H 6.337 -6.217 -27.490 0.304
C 5.062 -5.643 -17.666 0.231
O 3.924 -5.437 -17.909 -0.655
N 5.782 -5.064 -16.756 -0.300
N 5.763 -6.582 -18.234 0.600
H 6.763 -5.289 -16.667 0.205
H 5.423 -4.479 -16.015 0.216
H 5.122 -7.323 -18.478 -0.214
H 6.595 -6.748 -17.686 -0.035
C 8.369 -4.678 -25.491 0.581
O 8.333 -4.818 -26.688 -0.746
N 9.135 -5.329 -24.797 -0.126
N 7.624 -3.783 -24.764 -0.251
H 9.076 -5.171 -23.801 0.082
H 9.802 -5.989 -25.170 0.215
H 7.121 -3.088 -25.297 0.244
H 8.095 -3.440 -23.939 0.159
C 3.109 -9.287 -18.599 0.568
O 3.054 -8.099 -18.617 -0.606
N 3.890 -9.841 -17.737 -0.349
N 2.473 -10.163 -19.299 -0.346
H 4.069 -10.831 -17.824 0.104
H 4.136 -9.231 -16.970 0.290
H 1.877 -9.743 -19.998 0.281
H 2.943 -11.054 -19.364 0.162
C 8.464 -7.627 -16.506 0.476
O 8.110 -6.434 -16.632 -0.772
N 9.094 -7.878 -15.380 -0.430
N 8.327 -8.679 -17.480 -0.218
H 9.326 -7.180 -14.688 0.264
H 9.535 -8.785 -15.320 0.152
H 8.556 -9.612 -17.167 0.167
H 7.937 -8.549 -18.403 0.087
C 1.637 -3.549 -23.120 0.492
O 0.996 -4.142 -22.223 -0.673
N 1.139 -2.678 -23.841 -0.324
N 3.022 -3.615 -23.405 -0.357
H 1.850 -2.230 -24.402 0.174
H 0.246 -2.359 -23.492 0.285
H 3.436 -4.339 -22.834 0.076
H 3.472 -3.085 -24.138 0.213
C 1.457 -9.067 -21.934 0.470
O 0.956 -8.265 -21.092 -0.677
N 0.891 -10.194 -22.016 -0.322
N 2.330 -8.906 -22.903 -0.195
H 0.159 -10.412 -21.355 0.334
H 1.270 -10.972 -22.536 0.127
H 2.694 -9.742 -23.339 0.133
H 2.810 -8.019 -22.955 0.056

Entry 3:
95
Properties=species:S:1:pos:R:3:mulliken_charge:R:1 method="wB97M-V/def2-TZVPD" e_above_lowest_kj_mol=0.0 charge=+2 homo_ev=-13.8020
Zr 25.421 -27.348 -16.619 1.935
C 24.095 -23.725 -15.428 -1.266
C 25.558 -24.164 -15.400 0.623
C 26.092 -24.117 -13.972 -0.410
O 25.721 -25.420 -16.046 -0.615
H 23.723 -23.958 -16.432 0.333
H 23.932 -22.684 -15.176 0.434
H 23.523 -24.361 -14.743 0.188
H 26.171 -23.481 -15.999 0.242
H 25.591 -24.833 -13.316 -0.106
H 26.013 -23.085 -13.643 0.522
H 27.140 -24.428 -13.944 -0.154
C 27.266 -27.771 -12.809 -0.629
C 27.301 -28.676 -14.044 2.277
C 26.704 -30.029 -13.732 0.538
O 26.597 -28.049 -15.124 -0.190
H 27.229 -26.710 -13.051 -0.236
H 28.037 -27.935 -12.063 0.052
H 26.295 -27.984 -12.349 0.290
H 28.342 -28.791 -14.357 -1.104
H 25.639 -30.011 -13.516 0.116
H 27.175 -30.336 -12.789 -0.315
H 27.023 -30.842 -14.383 -0.970
C 29.813 -25.445 -13.555 -0.658
C 31.328 -25.447 -13.226 -0.355
O 31.543 -26.045 -11.934 -0.557
H 29.470 -24.602 -14.150 0.459
H 29.412 -25.378 -12.541 0.309
H 29.597 -26.391 -14.049 0.001
H 31.694 -24.426 -13.159 0.378
H 31.911 -26.094 -13.889 0.162
H 30.956 -26.816 -11.895 0.181
C 23.994 -26.176 -9.006 -1.286
C 23.698 -26.247 -10.488 0.399
O 23.214 -25.033 -11.036 -0.536
H 23.140 -25.846 -8.420 0.318
H 24.838 -25.501 -8.849 0.355
H 24.288 -27.159 -8.635 0.350
H 23.019 -27.086 -10.669 0.313
H 24.572 -26.566 -11.082 -0.186
H 23.930 -24.394 -10.956 0.331
C 27.326 -34.550 -15.606 -0.970
C 27.433 -33.282 -16.441 0.378
O 28.738 -33.216 -16.981 -0.531
H 27.933 -34.361 -14.714 0.059
H 27.782 -35.439 -16.032 0.379
H 26.299 -34.656 -15.262 0.307
H 27.264 -32.446 -15.751 -0.427
H 26.672 -33.328 -17.228 0.397
H 28.800 -32.499 -17.617 0.277
C 30.690 -30.609 -16.222 -0.905
C 30.449 -29.236 -16.851 0.254
O 31.141 -29.095 -18.053 -0.595
H 30.658 -31.381 -16.989 0.388
H 29.949 -30.894 -15.469 0.100
H 31.673 -30.643 -15.753 0.331
H 30.771 -28.483 -16.116 0.059
H 29.377 -29.072 -17.000 0.030
H 32.058 -28.835 -17.936 0.362
C 32.018 -29.977 -11.616 -1.301
C 31.695 -29.277 -12.910 0.433
O 30.477 -28.514 -12.748 0.486
H 31.204 -30.526 -11.142 0.143
H 32.275 -29.214 -10.869 0.378
H 32.942 -30.553 -11.655 0.431
H 31.614 -29.951 -13.759 -0.199
H 32.507 -28.557 -13.052 0.260
H 30.026 -28.482 -13.592 -0.532
C 28.758 -32.603 -11.917 0.117
C 27.601 -33.543 -11.651 -0.502
O 26.477 -33.114 -12.472 -0.419
H 28.642 -31.597 -11.505 -0.366
H 28.663 -32.446 -13.000 -0.236
H 29.743 -32.987 -11.676 0.545
H 27.273 -33.631 -10.616 0.413
H 27.880 -34.515 -12.068 0.296
H 25.751 -33.682 -12.193 0.248
C 23.299 -28.271 -13.298 -0.895
C 23.238 -28.612 -14.763 -0.376
O 23.549 -27.458 -15.639 -0.495
H 22.772 -27.366 -12.989 0.546
H 24.360 -28.130 -13.076 0.069
H 22.903 -29.061 -12.662 0.450
H 22.206 -28.892 -14.999 0.426
H 23.770 -29.540 -14.987 0.366
H 22.766 -26.877 -15.619 0.332
C 28.902 -30.776 -8.202 -1.261
C 28.434 -29.566 -8.961 0.854
O 29.521 -28.642 -9.064 -0.549
H 29.363 -30.529 -7.245 0.364
H 29.709 -31.313 -8.712 0.245
H 28.106 -31.510 -8.052 0.332
H 27.560 -29.126 -8.471 0.231
H 28.120 -29.822 -9.982 -0.504
H 29.556 -28.371 -9.985 0.246

Entry 4:
97
Properties=species:S:1:pos:R:3:mulliken_charge:R:1 method="wB97M-V/def2-TZVPD" e_above_lowest_kj_mol=318.4 charge=0 smiles=C1CCOC1.COCCOC.COCCOC.COCCOC.CO.CO.CO.CO.CO.CO homo_ev=-9.3854
C 16.668 -16.511 18.595 -0.136
C 15.996 -16.925 19.907 0.656
C 14.551 -16.498 19.649 -0.326
O 14.602 -15.433 18.695 -0.492
C 15.974 -15.158 18.340 -0.648
H 16.504 -17.163 17.739 0.223
H 17.731 -16.297 18.728 0.052
H 16.421 -16.341 20.724 0.235
H 16.141 -17.994 20.063 -0.670
H 14.039 -16.226 20.573 0.319
H 14.046 -17.370 19.225 0.130
H 16.416 -14.378 18.964 0.291
H 15.979 -14.830 17.302 0.331
C 18.218 -20.362 20.530 -0.393
O 17.276 -20.931 21.461 0.393
H 18.255 -19.278 20.644 -0.084
H 19.198 -20.761 20.786 0.407
H 17.964 -20.622 19.503 0.099
H 16.375 -20.806 21.135 -0.075
C 13.556 -19.824 20.829 -0.776
O 14.650 -20.628 20.448 -0.359
H 12.947 -19.404 20.023 0.255
H 12.785 -20.426 21.326 0.316
H 13.824 -19.049 21.544 0.322
H 14.382 -21.171 19.687 0.215
C 20.372 -18.155 17.714 -0.511
O 20.229 -19.214 18.664 -0.258
H 21.378 -17.733 17.655 0.327
H 20.094 -18.477 16.709 0.293
H 19.723 -17.337 18.023 0.028
H 20.946 -19.825 18.471 0.183
C 20.721 -23.122 19.919 -0.325
O 22.092 -22.956 20.308 -0.543
H 20.455 -22.588 19.005 0.212
H 20.631 -24.196 19.747 0.335
H 19.953 -22.912 20.666 0.061
H 22.278 -22.027 20.147 0.292
C 18.314 -21.218 24.627 -0.407
O 18.996 -21.685 23.480 -0.598
H 18.684 -20.259 25.007 0.245
H 17.275 -21.017 24.351 -0.111
H 18.321 -21.919 25.460 0.358
H 18.500 -21.300 22.743 0.310
C 19.359 -17.696 22.738 -0.020
O 18.979 -16.427 23.283 -0.538
H 19.705 -17.622 21.708 0.212
H 20.171 -18.095 23.349 0.325
H 18.534 -18.402 22.828 -0.261
H 19.359 -15.682 22.815 0.285
C 16.974 -20.105 16.788 -0.416
O 15.883 -20.978 16.878 -0.379
C 14.661 -20.277 16.787 0.175
C 13.532 -21.280 16.991 -0.994
O 13.705 -21.893 18.251 -0.302
C 12.995 -23.120 18.344 -0.993
H 16.899 -19.394 17.620 -0.091
H 16.967 -19.474 15.892 0.392
H 17.873 -20.716 16.840 0.251
H 14.559 -19.812 15.802 0.489
H 14.630 -19.493 17.552 -0.188
H 13.573 -21.993 16.164 0.399
H 12.552 -20.795 16.992 0.427
H 12.904 -23.602 19.315 0.327
H 13.446 -23.836 17.652 0.298
H 11.975 -22.923 17.998 0.371
C 17.106 -24.224 20.964 -0.282
O 16.573 -25.494 21.239 -0.362
C 16.270 -26.189 20.039 -0.209
C 15.843 -27.641 20.382 -0.530
O 15.161 -27.688 21.617 -0.296
C 14.546 -28.954 21.823 -0.773
H 16.353 -23.582 20.495 0.145
H 17.924 -24.294 20.235 0.200
H 17.547 -23.702 21.811 0.260
H 17.161 -26.204 19.404 0.322
H 15.506 -25.639 19.481 0.063
H 16.709 -28.306 20.410 0.327
H 15.176 -27.930 19.563 0.321
H 15.242 -29.779 21.665 0.313
H 13.637 -29.008 21.218 0.301
H 14.209 -28.959 22.859 0.233
C 11.125 -20.466 24.118 -0.847
O 12.279 -19.641 24.043 -0.232
C 13.317 -20.157 24.896 -0.855
C 14.643 -19.478 24.534 0.243
O 14.587 -18.086 24.551 -0.459
C 15.729 -17.468 24.044 -0.277
H 10.405 -20.007 23.441 0.258
H 10.751 -20.489 25.143 0.316
H 11.277 -21.485 23.748 0.328
H 13.404 -21.230 24.721 0.357
H 13.097 -19.933 25.943 0.399
H 14.955 -19.861 23.557 -0.164
H 15.344 -19.804 25.312 0.430
H 16.635 -17.892 24.487 0.270
H 15.741 -16.401 24.270 0.366
H 15.740 -17.499 22.949 -0.106

Number 1: calculated total energy -3974.1142 Eh, LUMO energy 3.75 eV, frontier orbital gap 1.4 eV. Number 2: calculated total energy -2490.0073 Eh, LUMO energy 1.72 eV, frontier orbital gap 4.7 eV. Number 3: calculated total energy -1674.1299 Eh, LUMO energy -9.64 eV, frontier orbital gap 4.2 eV. Number 4: calculated total energy -1853.2580 Eh, LUMO energy 0.29 eV, frontier orbital gap 9.7 eV.